C4H12 | the ωB97M-V functional and the def2-TZVPD basis

⟨S²⟩: 0.75
Orbital gap (alpha / beta): 0.4558 / 0.1482 Ha
Net charge: +1
ΔE to the lowest compared entry with this formula, charge and spin: 0.324 eV
Multiplicity: 2

XYZ file:
```
16
C4H12, DFT the ωB97M-V functional and the def2-TZVPD basis
H 2.31222 -1.91201 -0.15324
H -0.13840 1.32946 -1.61032
H -0.62886 -1.88826 0.76869
H 1.02069 -0.89926 -0.76815
H 0.24411 0.98349 0.17500
H -2.03298 2.73388 -0.89534
H -1.52068 2.45113 0.88707
H 0.65282 -2.85941 1.54913
C 1.40012 -1.38615 0.13439
C -1.25086 2.44630 -0.16812
C -0.49331 1.29428 -0.57001
H -1.16994 0.36599 -0.63019
C 0.35652 -2.37000 0.61721
H -0.59951 3.39188 -0.29466
H 0.20714 -3.11782 -0.15865
H 1.67522 -0.61303 0.86281
```

C16H33N5O6PdSSe2 | the ωB97M-V functional and the def2-TZVPD basis

Orbital gap: 0.2417 Ha
ΔE to the lowest compared entry with this formula, charge and spin: 0.000 eV

XYZ file:
```
64
C16H33N5O6PdSSe2, DFT the ωB97M-V functional and the def2-TZVPD basis
C -3.72935 0.75043 1.10446
H 4.36520 1.13954 0.97758
H -1.67363 2.98042 2.78129
C -2.45250 0.99256 -4.07057
O -3.28597 3.69236 1.76947
Se -2.79575 -0.42016 -0.16277
H -1.00868 -2.77074 -3.58666
H -1.67545 2.57237 1.06920
C -1.47494 1.39538 -3.21894
C -2.93161 1.29927 2.29397
C -3.52215 -1.29788 -4.54901
H -3.53764 3.71285 0.84246
H -5.51341 -0.56642 -4.02864
H -4.16379 0.47565 3.86180
H -4.55147 0.13597 1.47310
S -5.47129 -2.88672 -3.56239
N -3.29432 1.81983 -4.87468
H -7.41877 -1.95798 -2.68933
C 3.38653 -0.77459 0.99136
C -6.74436 -2.73846 -2.33373
H -7.05204 -2.50241 -0.22581
H 1.88231 -0.33078 -0.98733
H -1.16078 2.39986 -2.99733
H -2.26595 -0.69664 2.74892
C -4.76047 -1.25698 -3.65180
H -4.47455 -0.97657 -2.63400
C -2.30764 2.65560 1.95382
O -5.10976 2.11782 3.17405
H 4.34351 0.33596 -0.58320
H -0.54570 -2.18502 -1.97206
C 3.74062 0.54280 0.30818
N 1.57038 0.64369 -0.93490
H 2.83819 2.28930 -0.57272
H 1.99945 1.68467 0.84506
H -4.18449 1.56335 0.54187
N -0.92374 0.29281 -2.64112
H -3.76029 -1.03011 -5.57082
C -1.32505 -2.17160 -2.73059
N 2.84682 -1.73706 0.01472
H -2.22672 -2.62670 -2.31634
Se -0.13959 0.31079 1.84051
O -4.18395 1.28450 -5.51560
H 2.61216 -0.59441 1.73876
Pd -0.51822 0.29515 -0.49697
H -3.08051 -2.29226 -4.53983
O -6.09025 -3.18097 -4.82901
H 2.28452 -2.43845 0.48033
C -1.56746 -0.76326 -3.13242
C 2.52217 1.37810 -0.06224
C -3.89482 1.46671 3.48757
H -5.50921 -3.26271 -0.64108
H 4.26207 -1.16470 1.52001
H -5.72040 -1.52515 -0.84015
H 1.59209 1.02256 -1.87337
H 3.59900 -2.22006 -0.46125
H -3.36483 1.99265 4.29372
C -1.85843 0.31352 2.76981
N -2.50069 -0.38889 -4.02915
H -4.86085 2.95897 2.76778
H -7.26792 -3.69353 -2.41591
C -6.21985 -2.49010 -0.92892
O -3.06085 3.01018 -4.86126
O -4.43935 -3.76457 -3.05889
H -1.58205 0.54796 3.80113
```

C24H31AlN7O3S | the ωB97M-V functional and the def2-TZVPD basis

Orbital gap: 0.2206 Ha
Net charge: +1
ΔE to the lowest compared entry with this formula, charge and spin: 1.782 eV

XYZ file:
```
67
C24H31AlN7O3S, DFT the ωB97M-V functional and the def2-TZVPD basis
H -1.79662 3.42574 1.80046
H 1.28815 6.18161 4.51944
H -1.57460 -3.41460 0.79839
C -0.68409 -3.17115 1.37820
H 3.06831 6.06169 4.74667
C 2.24855 5.82536 4.05687
C 4.10064 1.25250 4.86917
H -1.07876 -1.03940 1.25293
C 2.99067 3.49768 4.32986
H 3.58402 3.86701 5.14836
H -4.15721 -1.96970 -4.48337
C 2.21338 4.40275 3.63760
H -3.78889 -4.03653 -3.83252
H -3.23033 -6.76001 -1.05096
C 3.18433 2.11473 4.04440
H -3.92758 -6.60070 -2.65572
C -0.38639 -1.82033 1.57476
H -2.40456 0.53781 -4.49788
C 0.31497 3.14253 -0.68632
C -3.11645 -6.26528 -2.03102
N -1.89959 3.18295 -1.53428
H 2.27964 6.44225 3.07353
N -0.15271 3.21926 0.59595
C 1.72318 2.89418 -0.80066
H 3.85552 0.19057 4.65153
C 0.86359 -1.49601 2.12183
H 3.97809 1.46166 5.93987
H -0.30813 2.89573 -2.74052
H -1.18333 -1.44778 -5.36313
H -2.56280 -2.02351 -6.27987
O 1.29222 4.06054 2.73543
C -1.45795 3.30451 0.78913
C 1.37239 -3.87158 2.37363
N 2.45400 2.71076 0.32007
C -2.08588 -1.10170 -5.87803
H 2.53923 -2.23761 3.05543
H -1.96967 -4.25859 -3.68757
O 0.60236 0.80814 1.59409
H -2.33217 -4.43401 -1.07286
N 2.44228 2.74171 -1.91565
C 1.65247 -2.53255 2.58160
C -2.98982 -0.27015 -4.96949
C 3.69959 2.39461 -0.12931
C -2.84660 -3.94923 -3.17124
H 4.46507 2.19812 -2.09374
H -3.40235 3.33248 -0.18387
C -3.70409 -1.13247 -3.93872
C -3.06110 -4.73489 -1.86215
H -2.19866 -6.63294 -2.45978
N 2.28593 0.18232 3.08495
N 3.67871 2.41571 -1.42296
C 0.15249 -4.21214 1.74319
H -0.09068 -5.18807 1.45502
S -2.57756 -2.16568 -2.73745
N 2.39912 1.51404 3.12475
C -0.61605 3.08513 -1.72793
H -4.03105 -4.39242 -1.39561
C 1.27887 -0.10881 2.23574
O -1.11441 -1.94295 -2.85418
H 2.07671 -4.60120 2.73767
H 4.52281 2.07994 0.50118
Al 1.29757 2.50996 1.88866
H -4.51526 -0.60256 -3.34322
H -3.75555 0.29510 -5.57389
H 5.13318 1.44943 4.61051
H -1.71174 -0.51322 -6.72672
C -2.32540 3.24927 -0.27027
```

C62H70N2O17PS | the ωB97M-V functional and the def2-TZVPD basis

Orbital gap: 0.2844 Ha
Net charge: +1

XYZ file:
```
153
C62H70N2O17PS, DFT the ωB97M-V functional and the def2-TZVPD basis
H -4.35691 2.70531 0.73256
O 4.24800 2.68040 3.26805
H 1.80402 1.21724 0.20518
H 1.58038 3.94661 -1.28120
H 4.58748 3.57280 3.18592
C -3.99277 0.35601 -0.54430
C -6.31409 2.58876 -0.11430
C 0.23750 5.71448 -6.90712
C -7.07963 -1.79918 13.20331
O 11.75088 -4.40180 -3.91458
C 0.72460 -1.31966 -0.54584
O -8.44989 -3.70712 13.34234
H 5.80352 -0.03779 -1.94964
C -4.92097 0.59952 0.65216
N 2.76094 0.86781 0.06663
C 8.73671 -5.08249 -2.17709
C -1.34368 5.11477 -9.22100
H -3.13130 2.17799 -2.97178
O 11.86690 -3.88168 1.18175
H -6.61742 3.59172 0.20495
C 13.87966 -5.47414 3.63220
C -1.47359 1.72674 -4.33556
H 3.62174 4.01462 1.06364
O -4.33484 0.10201 -6.73496
H 10.25062 -2.75894 -0.04719
H -7.10420 4.22020 -1.79780
C 12.96933 -5.94754 0.95676
H 1.87819 0.64303 -4.37728
C 1.29814 -0.36124 -1.59651
C 5.76910 -1.21838 -0.21407
O -0.62096 2.22061 -3.61794
O -3.76281 0.41987 3.52901
H -1.82051 0.13795 -7.37773
C 13.09630 -4.55530 3.07436
H -1.94099 4.80075 -10.06739
H -13.03324 0.69476 -0.19687
H -5.86160 -0.10938 12.81813
C -7.95154 -3.01001 11.14967
O 0.18485 7.92950 -7.69614
P 3.06520 1.27169 -3.95235
H -3.93103 -2.15140 7.17772
C -2.05260 0.58368 -6.41983
H 0.83655 6.02728 -6.06147
H -1.40850 0.35901 -0.48108
C -3.16670 -0.94985 -0.42442
C -5.87554 -0.14054 4.39466
H -7.36743 2.71809 -2.74398
H -4.46160 0.21616 1.56290
H -3.34141 1.22163 -0.66151
H 14.04903 -7.76980 0.99298
C -7.32313 -2.13709 10.36620
H 5.43361 1.94702 -2.50017
C -5.24957 2.08625 0.83740
C 3.70683 -0.85537 -1.57582
H 0.54875 0.41664 -1.76114
H -7.65267 -0.77375 5.35696
C 14.26962 -6.70431 2.89589
H 1.42642 -0.92672 -2.51662
H -1.01293 -2.63800 -0.73610
C -0.95424 4.05235 -8.26201
C -11.14860 0.79579 0.76550
C 5.05182 2.83809 -2.00936
O 14.98015 -7.54141 3.40329
C 10.15087 -3.39272 -0.91310
H 0.14397 3.66243 -6.40132
C -5.88954 -1.55508 6.39784
H 4.08270 0.30661 -4.10304
O -1.29183 2.89843 -8.42918
H -0.86383 -1.35127 -1.98014
H 3.63709 -1.15531 -2.61698
H -6.01058 3.78925 -3.11986
C 12.58160 -4.72084 1.69421
H -11.44372 1.46728 1.56162
H 5.74566 3.14818 -1.22652
H 2.67426 1.54339 2.62877
C -10.14325 -0.98144 -1.24592
O 8.05806 -4.13748 -0.13179
C 10.90808 -4.33758 -3.04682
C 2.68601 0.26173 -1.28732
H 11.99025 -2.87930 -1.82616
C 11.07602 -3.45738 -1.86686
H -3.52406 -1.54132 0.41668
O -12.32993 -0.91139 -2.11006
O -5.77661 2.67359 -1.42820
H -7.35730 -2.18647 9.28567
C 3.66485 2.57245 -1.39539
H 3.41178 -1.72201 -0.98813
C 3.03710 2.57100 2.57192
C -7.87955 -2.91162 12.62879
C 9.66335 -5.14727 -3.12863
C -3.83406 1.19210 -4.71107
C 2.74496 1.54592 -2.16885
H -6.35288 0.42775 3.60500
C -1.12128 1.11513 -5.63462
H 2.28119 3.16627 3.09594
H 2.87350 0.23975 0.86368
O -8.95942 0.72734 1.62806
C 5.18477 -0.64803 -1.29643
C -9.29674 -0.56863 -0.30690
H -8.54033 -3.82720 10.75287
S 2.83818 4.21955 -1.66200
H 5.28797 -1.11555 0.75920
C 3.04702 3.09255 1.12428
N 3.35594 2.53359 -4.83478
H 12.79940 -3.65246 3.59245
H 0.79781 -0.90563 0.46422
C -6.52385 -1.02731 10.94207
C 8.90928 -4.19777 -0.99810
C -6.57064 -0.78246 5.32934
C -11.99676 0.38382 -0.17290
H 5.53217 1.58789 -0.01960
H 9.56135 -5.78376 -3.99848
C -4.40476 -1.58402 6.38704
H -4.58519 0.28146 -1.45525
C -0.15285 6.77953 -7.86613
H -7.17578 1.91332 -0.10229
C -3.71056 -0.94209 5.45204
C -1.68289 -0.65067 -0.16244
C -0.13408 4.45114 -7.08969
C -2.89943 1.72502 -3.92912
C -3.48499 0.58195 -6.02146
C -6.45064 -0.92646 12.42121
O -5.94902 -0.23014 10.22958
H 3.38908 3.37661 -4.27429
C -11.56143 -0.53707 -1.25396
H -0.07343 1.13192 -5.90986
H -1.44478 -0.74068 0.89954
H -5.87582 0.09132 0.49150
H 14.26785 -5.37473 4.63770
C -9.73391 0.35133 0.77208
H 5.00916 3.65049 -2.72458
C 13.75250 -6.86762 1.51238
H -7.04101 -1.74508 14.28379
H -4.88170 1.17893 -4.43794
H 6.63199 -1.87480 -0.25432
C -0.97213 6.37908 -9.03830
H -3.26801 -1.50140 -1.35799
H 1.27364 -2.26199 -0.54732
H -9.84747 -1.65282 -2.04197
H 7.82336 -5.66291 -2.21414
H 2.01396 3.32991 0.86819
H -8.25942 -0.87935 -0.28233
O -6.51849 -2.14110 7.25037
C -6.61922 3.38831 -2.31146
O 4.84345 1.68315 0.64644
H 1.74418 1.97415 -2.16834
H -2.62840 -0.94905 5.42490
C -4.39190 -0.17030 4.38562
C -0.74379 -1.60173 -0.92467
C 3.64739 2.12918 0.10300
H 12.58159 -6.04671 -0.04946
H -1.24447 7.17000 -9.72521
H -5.62149 2.22096 1.85566
```

C4H16O4 | the ωB97M-V functional and the def2-TZVPD basis

SMILES: C=C(C)C.O.O.O.O
Orbital gap: 0.3530 Ha
ΔE to the lowest compared entry with this formula, charge and spin: 1.792 eV

XYZ file:
```
24
C4H16O4, DFT the ωB97M-V functional and the def2-TZVPD basis
H 0.49103 -1.42351 1.79232
C -0.95888 -2.32161 4.77975
C -0.36146 -1.56406 3.86651
O -0.66900 -2.61781 -4.74475
H -1.15488 -2.25436 1.97764
H -4.78252 3.03231 -3.48543
H -0.73141 -3.15505 -5.53404
H 1.77828 3.20455 -0.27010
H 3.24597 0.57640 -2.75202
H 1.20231 -0.16939 4.57027
H -3.94003 4.26288 -3.65620
H -1.18561 -3.36624 4.62771
H 2.32608 4.07448 0.88764
H -1.39508 -2.80679 -4.14418
H 4.36683 0.98517 -3.62276
H 0.18053 -3.02175 2.30440
O -4.25433 3.49921 -4.13803
C 0.14572 -0.20314 4.17554
H -1.10197 -2.02021 5.81331
O 2.56379 3.35876 0.28536
O 3.54825 0.48633 -3.66795
C -0.18389 -1.98765 2.43347
H 0.20587 0.55431 3.40344
H -0.46624 0.32814 4.94915
```

C5H12N2 | the ωB97M-V functional and the def2-TZVPD basis

SMILES: C[C@@H]1C[C@@H](N)[C@H]1N
Orbital gap: 0.3493 Ha
ΔE to the lowest compared entry with this formula, charge and spin: 1.603 eV

XYZ file:
```
19
C5H12N2, DFT the ωB97M-V functional and the def2-TZVPD basis
C -0.17602 -1.19063 -0.51878
H 0.01485 1.27151 1.33295
H 0.26534 -1.36641 -1.49935
H -3.05295 -0.67594 -0.23511
H 1.13693 1.44575 -1.36017
C -1.03767 0.07066 -0.41913
H 1.64887 2.28365 0.00364
H 0.71906 -1.01598 1.48455
N 2.32118 -0.69865 0.13644
H -2.79672 0.91114 0.49250
C 0.81611 -0.60237 0.48139
H 2.47814 -0.46289 -0.83853
C 0.26878 0.82318 0.37211
C -2.34483 -0.06563 0.32866
H -1.18933 0.58471 -1.36817
H 2.89809 -0.46620 0.93819
H -2.18989 -0.54589 1.29454
N 0.88112 1.80278 -0.44728
H -0.66109 -2.10280 -0.17845
```